{
  "formula": "C6H5FNO3S",
  "method": "the ωB97M-V functional and the def2-TZVPD basis",
  "symbols": ["C", "C", "C", "C", "C", "C", "N", "O", "O", "O", "F", "S", "H", "H", "H", "H", "H"],
  "xyz": [[-0.855, 0.698, 0.394], [-1.381, 0.594, -0.888], [-0.036, -0.156, 1.161], [-0.072, -1.532, 0.927], [-1.145, -0.940, -2.773], [1.605, -0.010, 2.940], [-1.162, -0.290, -1.798], [-1.111, 0.910, -4.653], [1.031, -0.055, -4.120], [0.433, 0.565, 2.350], [0.690, -2.222, 1.847], [-0.333, -0.292, -4.507], [-1.099, 1.510, 0.897], [-2.164, 1.312, -0.975], [1.576, -0.958, 3.389], [1.755, 0.754, 3.686], [2.268, 0.111, 2.124]],
  "atomic_forces_ev_per_a": [[1.541, -4.435, -2.722], [-0.067, 2.259, 4.221], [-0.057, -0.030, 1.123], [0.299, 0.784, -0.629], [-0.257, -0.111, 1.665], [-0.959, 3.018, -0.486], [0.020, -2.101, -2.350], [-0.894, 0.949, 0.070], [0.999, 0.023, 0.538], [-1.328, -1.913, -0.985], [-0.156, -0.197, 0.278], [0.439, -0.721, -2.092], [-1.287, 3.983, 2.032], [-0.553, 0.288, -1.170], [-0.410, -1.273, 0.207], [0.917, 0.059, 0.581], [1.755, -0.584, -0.281]],
  "mol_weight_g_mol": 190.18,
  "charge": -1,
  "e_tot_ha": -1009.9925,
  "e_above_lowest_kcal_mol": 92.8
}